Record 1
The following is a DFT calculation (the ωB97M-V functional and the def2-TZVPD basis) of an isolated ion of composition C4H9N2 and charge +1 in a non-equilibrium geometry.

Summary:
- E_tot (Ha) = -266.95850
- structure (SMILES) = [NH3+][C@H]1[C@@H]2CCN12
- largest force on an atom (eV/A) = 4.68
- HOMO (eV) = -14.20
- charge = +1
- orbital gap (eV) = 10.3815

Last column: natural (NBO) charge in e.
Geometry (Å):
1 N -2.06878 0.10861 -0.08448  -0.706
2 C -0.69333 0.08074 0.32594  -0.031
3 C 0.28402 -0.72621 -0.54691  -0.047
4 C 1.62958 -0.55676 0.22269  -0.417
5 C 1.47311 0.90700 -0.04221  -0.216
6 N 0.14403 0.67561 -0.78177  -0.353
7 H -2.11819 0.73943 -0.94183  0.486
8 H -2.55614 0.67394 0.67671  0.460
9 H -2.45463 -0.87094 -0.13074  0.467
10 H -0.40202 0.26604 1.41757  0.248
11 H 0.09017 -1.47536 -1.17957  0.216
12 H 2.46375 -0.99156 -0.22498  0.243
13 H 1.40580 -0.88601 1.18636  0.217
14 H 1.28763 1.63442 0.70645  0.205
15 H 2.17463 1.29993 -0.69983  0.227

=====

Record 2
The following is a DFT calculation (the ωB97M-V functional and the def2-TZVPD basis) of C50H40CrF12IN6O2P2SSe2 as an isolated structure in a non-equilibrium geometry.

Summary:
- multiplicity = 4
- E_tot (Ha) = -10832.74379
- largest force on an atom (eV/A) = 1.68
- HOMO (spin up / spin down) (eV) = -2.05 / -2.07
- charge = -2
- orbital gap (spin up / spin down) (eV) = 5.8928 / 5.9195

Last column: Mulliken spin population.
Geometry (Å):
1 Cr 1.47695 1.25257 0.74039  3.165
2 C 3.39901 -3.59061 -3.21567  0.000
3 C 2.69667 -2.90026 -2.07816  0.000
4 C 1.32081 -2.81580 -2.01018  0.002
5 C 0.68671 -2.11378 -0.99392  0.009
6 C 1.41110 -1.48375 0.02543  -0.036
7 N 0.92807 -0.63665 1.00573  0.045
8 C -0.28250 -0.65493 1.73062  -0.105
9 C -1.40206 -1.63229 1.30509  -0.003
10 C -2.08057 -2.37020 2.40708  0.000
11 C -1.64381 -2.32774 3.66232  0.001
12 C -2.30852 -3.08367 4.77700  0.000
13 C -0.57612 -1.39666 4.06039  0.001
14 C 0.00660 -0.53514 3.22697  0.025
15 C 0.76768 0.70251 3.74539  -0.075
16 O 2.17435 0.69124 3.98623  0.002
17 C 0.84366 1.83846 2.71732  -0.020
18 F 1.95814 4.15867 3.27674  0.001
19 F -0.19451 2.72182 2.71357  -0.001
20 F 1.45984 3.17636 0.44617  0.023
21 C 0.09256 1.14808 5.08928  -0.002
22 F 0.50341 0.38119 6.12476  0.000
23 F -1.24807 1.11416 5.07087  0.000
24 F 0.41512 2.41466 5.43630  0.000
25 C 2.82452 -1.59798 -0.02607  0.012
26 C 3.42741 -2.27886 -1.06792  0.002
27 C 3.62201 -0.85222 1.06066  0.006
28 O 3.26709 0.46899 1.21754  -0.084
29 C 3.54689 -1.71973 2.38028  0.000
30 F 4.35655 -1.23297 3.34821  0.000
31 F 3.97327 -2.98427 2.14126  0.000
32 F 2.34615 -1.85195 2.92147  0.001
33 C 5.14841 -0.83377 0.70000  -0.003
34 F 5.74146 -2.05138 0.63734  0.000
35 F 5.86938 -0.15743 1.62175  0.001
36 F 5.35464 -0.23350 -0.46387  0.001
37 H 2.67720 -3.99545 -3.92695  0.000
38 H 4.02557 -4.41424 -2.86316  0.000
39 H 4.04607 -2.89585 -3.75549  0.000
40 H 0.71357 -3.25423 -2.79610  0.000
41 H -0.38199 -1.98553 -1.06805  -0.001
42 H -1.09300 -2.35849 0.55761  -0.003
43 H -2.92771 -2.99890 2.14730  0.000
44 H -3.03034 -3.80434 4.39202  0.000
45 H -2.83400 -2.39411 5.44319  0.000
46 H -1.57291 -3.61793 5.38318  0.000
47 H -0.35131 -1.37440 5.11825  0.000
48 H 4.50387 -2.32432 -1.13849  0.000
49 Se -3.88831 1.14141 -3.17172  0.000
50 P -3.70154 -0.07681 -1.44346  -0.003
51 C -4.28220 -1.78802 -1.75947  0.004
52 C -4.60746 -2.21946 -3.03698  0.000
53 C -4.94975 -3.54915 -3.26105  0.000
54 C -4.97512 -4.44970 -2.20834  0.000
55 C -4.65657 -4.02103 -0.92357  0.000
56 C -4.30893 -2.69953 -0.70328  0.000
57 C -4.80914 0.51571 -0.11824  0.002
58 C -4.36890 1.62011 0.60938  0.000
59 C -5.13245 2.12232 1.64644  0.000
60 C -6.35113 1.53179 1.96417  0.000
61 C -6.80424 0.44827 1.22923  0.000
62 C -6.03261 -0.05977 0.18972  0.000
63 C -2.11898 -0.25369 -0.70078  0.013
64 C -1.05841 0.67777 -0.88835  0.013
65 N -0.57769 1.13695 0.23627  -0.012
66 N -1.22814 0.49295 1.33124  0.000
67 N -2.18941 -0.49303 0.74170  0.001
68 P 0.09264 1.13828 -2.27318  -0.002
69 Se 2.30392 1.40317 -1.89614  -0.008
70 C -0.62284 2.71053 -2.84571  -0.003
71 C -0.88808 3.68541 -1.88560  0.009
72 C -1.46548 4.88528 -2.26441  0.001
73 C -1.77084 5.12679 -3.59777  0.000
74 C -1.47459 4.16950 -4.55615  0.000
75 C -0.89927 2.96429 -4.18118  -0.001
76 C -0.08636 -0.04603 -3.65143  0.007
77 C -1.04365 -1.04920 -3.72839  -0.003
78 C -1.06092 -1.92860 -4.80141  0.000
79 C -0.12074 -1.81431 -5.81324  0.000
80 C 0.84916 -0.82287 -5.73866  -0.002
81 C 0.87288 0.04834 -4.66189  -0.006
82 H -4.58417 -1.49967 -3.84730  0.000
83 H -5.19457 -3.87916 -4.26346  0.000
84 H -5.23890 -5.48546 -2.38441  0.000
85 H -4.67127 -4.72039 -0.09664  0.000
86 H -4.05420 -2.36010 0.29427  -0.001
87 H -3.41162 2.07045 0.37295  0.000
88 H -4.76775 2.96500 2.21924  0.000
89 H -6.94063 1.91366 2.78872  0.000
90 H -7.75600 -0.01125 1.46723  0.000
91 H -6.39253 -0.90685 -0.38149  0.000
92 H -0.62384 3.50765 -0.84896  0.000
93 H -1.67663 5.63439 -1.51193  0.000
94 H -2.24236 6.05778 -3.88794  0.000
95 H -1.70535 4.35094 -5.59840  0.000
96 H -0.69219 2.21374 -4.93340  0.001
97 H -1.76212 -1.17033 -2.93439  0.002
98 H -1.81262 -2.70816 -4.83328  0.000
99 H -0.13343 -2.50195 -6.65047  0.000
100 H 1.60044 -0.73242 -6.51293  0.000
101 H 1.65744 0.79260 -4.58682  0.001
102 I 5.17909 2.28101 -2.59032  0.001
103 C 5.31663 1.70998 4.08796  0.000
104 N 4.90887 2.19474 2.78927  -0.003
105 C 5.85491 2.72455 1.78011  0.002
106 C 4.99154 3.67606 0.93495  0.003
107 N 3.64478 3.43040 1.45916  0.011
108 C 3.69277 2.58809 2.45685  0.011
109 S 2.30360 2.51233 3.62529  0.004
110 H 6.21510 1.10773 3.96229  0.000
111 H 4.53951 1.07055 4.50214  0.000
112 H 5.52185 2.54395 4.76647  0.000
113 H 6.21532 1.91085 1.15857  0.000
114 H 6.69856 3.19778 2.28482  -0.001
115 H 5.04337 3.41402 -0.12458  -0.001
116 H 5.23671 4.73153 1.06671  0.001
117 H 2.73760 3.51291 0.91826  -0.007

=====

Record 3
The following is a DFT calculation (the ωB97M-V functional and the def2-TZVPD basis) of one molecule with the formula C7H10O in a non-equilibrium geometry.

Summary:
- multiplicity = 3
- E_tot (Ha) = -347.78225
- largest force on an atom (eV/A) = 3.75
- HOMO (spin up / spin down) (eV) = -5.45 / -8.87
- charge = 0
- orbital gap (spin up / spin down) (eV) = 6.2599 / 8.5028

Last column: natural (NBO) charge in e.
Geometry (Å):
1 C -0.52378 -1.11565 0.59370  -0.139
2 C -1.00813 -0.03853 -0.12135  -0.106
3 C 0.99597 -1.35429 0.50172  -0.510
4 C 0.92238 1.14250 0.51607  -0.524
5 C -0.21218 1.05957 -0.46846  -0.133
6 C 1.62181 -0.09723 0.10389  0.305
7 C -2.44768 0.05436 -0.52060  -0.625
8 O 2.55868 -0.15114 -0.85650  -0.692
9 H -1.09427 -1.76663 1.19521  0.199
10 H 1.44013 -1.69339 1.48396  0.209
11 H 1.23509 -2.14150 -0.34893  0.227
12 H 1.45316 2.08691 0.40909  0.212
13 H 0.58535 0.94812 1.48802  0.226
14 H -0.35128 1.80838 -1.24823  0.208
15 H -2.43550 0.80195 -1.32219  0.215
16 H -2.88055 0.63466 0.43355  0.217
17 H -3.02639 -0.86977 -0.85217  0.222
18 H 3.16720 0.69168 -0.98678  0.490